DFT (ωB97M-V/def2-TZVPD) results for a molecular structure, C23H44NP3PbSe.

Each line ends with the Löwdin charge.
Cartesian coordinates (Å):
Se: -0.96 -0.03 1.61  0.824
H: -2.10 -6.57 -0.16  0.129
H: 6.45 0.36 3.74  0.116
H: -4.45 0.96 -1.63  0.078
H: -3.39 2.79 -2.90  0.073
C: 0.43 4.26 -0.97  -0.230
H: 1.00 4.31 1.69  0.078
C: -3.80 -6.59 1.16  0.182
C: 2.73 2.92 -0.10  -0.223
H: 2.00 2.79 -3.24  0.045
C: -3.19 -6.48 -0.03  0.201
H: 2.80 -0.03 -4.37  0.071
H: -4.81 -2.15 4.15  0.139
H: 0.46 -0.13 -5.12  0.075
H: -3.33 -0.27 -2.35  0.056
H: 2.94 3.95 0.21  0.080
H: -1.04 -3.05 1.01  0.031
H: 0.30 2.74 -3.80  0.033
H: 3.16 2.73 -1.10  0.045
Pb: 0.92 -1.54 -0.42  1.281
H: -3.89 2.97 -0.43  0.075
H: -2.65 -4.83 1.53  0.050
H: -0.44 3.25 1.88  0.040
H: -3.05 2.13 0.91  0.032
H: -3.62 -0.25 -0.58  0.033
P: -2.08 1.55 -1.25  0.783
C: 2.48 -0.10 2.42  -0.142
H: 2.66 -1.24 -3.06  0.032
H: 6.93 -0.99 2.70  0.101
C: 0.62 3.29 1.62  -0.251
C: -2.09 -1.54 2.18  -0.527
H: -3.21 -6.62 2.10  0.132
C: 3.62 -0.79 0.51  -0.192
H: 3.60 -1.01 -0.57  0.074
H: -3.71 -6.32 -0.97  0.126
H: 3.42 0.36 -2.73  0.047
H: -0.63 4.47 -0.85  0.037
C: -2.33 2.56 -2.79  -0.244
C: -2.91 2.66 -0.04  -0.262
H: -1.82 -0.17 0.36  -0.149
H: 1.16 2.67 2.33  0.037
C: -3.18 -1.26 3.02  -0.077
H: -1.99 2.00 -3.67  0.031
C: 3.65 -0.09 3.15  0.031
C: 6.12 -0.61 3.33  0.003
C: -3.84 -3.61 2.86  -0.022
C: 1.24 2.17 -3.74  -0.241
H: 5.98 -1.29 4.18  0.115
H: 1.52 0.20 2.88  0.077
H: 0.65 4.19 -2.04  0.031
H: 1.02 5.06 -0.51  0.073
H: 1.58 1.94 -4.76  0.079
H: -1.03 0.11 -4.16  0.028
H: -3.35 -0.23 3.37  0.124
C: -1.88 -2.83 1.67  -0.137
H: 3.61 0.22 4.21  0.151
C: -2.77 -3.85 1.99  -0.078
H: -2.31 3.56 0.18  0.033
P: 0.91 2.69 -0.09  0.855
C: -0.01 -0.29 -4.13  -0.264
H: -0.06 -1.37 -3.93  0.049
H: -4.54 -4.42 3.11  0.125
H: 5.73 -1.05 0.65  0.147
C: 2.63 -0.16 -3.29  -0.309
N: 2.43 -0.54 1.13  -0.188
C: -4.01 -2.31 3.41  -0.009
H: -4.89 -6.65 1.29  0.139
P: 1.00 0.56 -2.84  0.662
C: 4.82 -0.78 1.19  0.021
H: 3.20 2.21 0.59  0.033
C: -3.52 0.38 -1.48  -0.240
C: 4.85 -0.49 2.55  -0.199
H: -1.76 3.50 -2.74  0.041

Output
Charge ... +4
DFT total energy ... -124471.19270 eV
Molecular weight ... 713.7 g/mol
Frontier orbital gap (alpha / beta) ... 0.183 / 0.146 hartree

DFT (ωB97M-V/def2-TZVPD) results for 2 unconnected molecules or ions with the total composition C23H45B2BrClFN4O11S2.

Each line ends with the Löwdin charge.
Cartesian coordinates (Å):
H: -1.14 3.71 0.21  0.026
H: 2.80 -1.66 1.52  0.105
O: -6.56 4.78 1.48  -0.387
O: -4.30 5.44 1.48  -0.414
C: -3.13 -0.38 -2.71  -0.007
H: -1.88 -2.72 -1.98  0.081
C: -3.93 2.24 1.44  -0.019
H: -1.04 -4.18 1.19  0.055
H: 3.19 -5.32 -0.89  0.064
O: 0.53 5.23 -1.04  0.120
C: 3.07 -0.90 -1.71  -0.304
C: -1.99 -0.86 3.20  -0.264
H: 0.82 2.68 0.46  0.063
H: -0.30 -6.98 0.55  0.076
H: 1.39 -2.71 1.60  0.106
O: 2.31 -1.77 -4.26  -0.183
H: -2.31 -0.87 -3.23  0.050
H: -3.93 1.46 2.22  0.088
C: -1.28 -2.56 -1.08  -0.399
N: -2.62 2.26 0.72  -0.113
H: 0.19 -5.97 1.91  0.076
H: 3.33 0.21 -3.59  0.073
C: 2.77 4.31 0.66  -0.184
S: -0.14 -3.97 -1.01  0.954
H: 4.86 -4.90 -1.14  0.079
H: 1.08 -5.85 0.41  0.040
H: 2.43 -3.58 -2.28  0.052
C: 4.04 -2.09 -1.93  -0.139
H: 3.09 1.23 -2.12  0.077
O: -2.99 -1.02 3.82  0.104
H: -2.92 -1.24 1.35  0.124
H: -4.13 3.19 1.92  0.074
C: -0.86 -4.89 0.38  -0.499
H: -2.80 4.21 -0.04  0.097
H: 3.19 -0.56 -0.69  0.129
C: -1.36 -0.12 -0.60  -0.506
H: 3.94 -3.97 0.03  0.058
C: 0.38 -0.22 1.30  -0.171
H: -1.95 1.75 3.42  0.124
C: 0.09 -6.01 0.83  -0.137
H: 0.38 -0.81 2.21  0.127
H: 2.40 -2.73 0.15  0.047
H: 2.79 2.93 2.28  0.123
N: 1.62 -1.19 -1.93  0.007
B: -1.69 1.45 1.48  -0.595
N: 1.16 -1.05 0.34  -0.006
C: -2.14 3.66 0.62  -0.086
H: -1.94 -2.65 -0.23  0.080
H: 3.54 4.91 1.16  0.126
S: 1.13 -1.48 -3.54  0.635
H: -2.15 4.18 1.58  0.090
H: -1.07 -0.56 3.72  0.135
F: 0.68 -0.08 -3.94  -0.094
H: 4.77 -2.09 -1.12  0.122
H: -4.73 1.97 0.76  0.087
C: 1.66 2.03 0.71  -0.211
H: 4.60 0.38 -2.39  0.097
O: 0.05 -2.38 -3.56  -0.210
H: 1.17 6.75 0.08  0.152
C: 1.04 5.67 -0.07  -0.338
H: -4.55 -0.83 -0.39  0.133
C: 3.49 -3.52 -2.08  -0.244
Br: -0.70 1.49 -1.55  1.068
B: -2.89 -0.19 -1.16  -0.558
O: 1.49 4.90 0.95  -0.051
O: -5.72 6.10 3.25  -0.378
H: 4.61 -1.86 -2.83  0.108
C: 0.74 -1.18 -0.92  -0.318
C: 1.29 0.96 1.71  -0.125
C: 3.88 -4.47 -0.93  -0.096
C: 2.83 2.90 1.19  -0.149
H: -1.36 -2.00 1.57  0.107
H: -1.83 -5.27 0.08  0.079
H: 2.24 0.47 1.96  0.116
H: 0.96 1.38 2.66  0.123
Cl: -5.65 5.85 1.83  0.633
H: 3.96 -3.94 -2.97  0.112
O: -3.99 -0.05 -0.35  0.141
N: -0.63 -1.25 -1.20  -0.119
C: -1.13 0.04 0.93  -0.203
H: 2.97 4.35 -0.41  0.128
H: -3.20 0.64 -3.10  0.080
H: 3.77 2.46 0.86  0.118
H: 1.93 1.56 -0.24  0.069
O: -1.28 1.87 2.74  0.152
C: 3.52 0.32 -2.53  -0.025
O: -5.99 7.04 1.10  -0.370
C: 1.99 -2.10 0.93  0.003
C: -1.91 -1.07 1.71  -0.073
H: -4.08 -0.86 -2.91  0.076

Output
Charge ... 0
DFT total energy ... -161359.86351 eV
Molecular weight ... 773.7 g/mol
Frontier orbital gap ... 0.199 hartree

DFT (ωB97M-V/def2-TZVPD) results for a molecular structure, C23H45CeCl3N2O3PSi.

Each line ends with the Löwdin charge.
Cartesian coordinates (Å):
H: 2.58 0.65 -3.05  0.144
H: 1.52 1.19 -4.92  0.085
H: -5.74 1.58 0.70  -0.005
H: -2.37 -0.81 -3.36  0.100
H: 2.23 -4.55 0.52  0.096
C: -0.63 -3.44 -1.13  -0.062
H: 1.38 1.39 5.21  0.040
C: -2.56 0.88 2.89  -0.176
C: -0.56 -0.77 -1.97  -0.069
H: -2.33 -2.72 0.12  0.118
O: 2.46 1.73 -1.31  -0.178
N: 0.93 1.92 -3.04  -0.161
H: -3.93 1.61 -4.39  0.086
C: -3.45 0.29 -1.91  -0.205
C: 2.96 -4.44 -0.29  -0.038
H: -0.55 3.40 -3.05  0.091
H: 4.67 0.23 5.95  0.030
H: -1.93 3.47 2.63  0.030
H: 4.05 -1.81 5.24  0.038
H: -5.44 0.44 -2.63  0.075
C: -5.04 2.29 1.11  -0.171
H: -3.31 1.05 3.65  0.021
O: -2.39 0.79 0.19  -0.168
H: 5.44 0.65 4.38  0.035
H: -5.31 2.54 2.14  0.031
H: -5.01 3.25 0.54  0.044
H: -0.75 2.22 -1.74  0.090
H: 0.33 2.54 -4.99  0.094
P: 3.11 0.13 4.12  0.667
H: 2.47 -4.84 -1.17  0.074
H: -3.30 4.12 1.82  0.006
H: 5.09 -3.57 -1.64  0.094
C: -3.02 0.03 -3.19  -0.113
O: 3.54 -0.94 0.42  -0.202
H: -1.82 3.94 1.01  0.007
C: -2.77 -0.26 -0.66  -0.281
H: -4.90 1.88 -1.81  0.093
H: 0.52 3.46 -1.61  0.051
C: 4.35 -2.77 -1.58  -0.009
H: 4.86 -1.81 -1.46  0.097
H: -1.58 1.32 3.16  0.020
C: -2.50 3.42 1.69  -0.179
H: 1.15 -1.29 -3.11  0.090
H: 0.92 -3.73 -2.64  0.094
H: -2.34 -0.17 2.75  0.008
C: 0.00 2.80 -2.32  -0.028
H: 2.33 0.44 6.42  0.042
H: 1.05 -0.34 5.37  0.025
C: -3.77 0.52 -4.38  -0.108
C: -4.84 0.79 -1.78  -0.058
C: 3.14 -2.14 0.47  -0.259
H: 3.76 -5.13 -0.08  0.088
Si: -3.22 1.70 1.32  0.505
C: 3.37 -1.67 4.39  -0.292
C: 2.05 1.41 -2.44  -0.255
C: 1.84 0.42 5.43  -0.291
H: 2.41 -2.19 4.54  0.034
C: 0.42 -1.67 -2.40  -0.073
C: 0.62 1.62 -4.47  -0.028
H: -3.53 -0.87 -0.16  0.143
H: 3.83 -2.09 3.48  0.016
H: -0.67 0.17 -2.50  0.073
C: 4.56 0.77 5.01  -0.327
H: -5.31 0.41 -0.88  0.066
C: 0.34 -3.03 -2.06  -0.107
H: 2.46 -2.49 1.25  0.124
H: -0.21 0.89 -4.54  0.081
Cl: 0.81 -0.40 2.40  0.037
H: 3.78 -2.77 -2.51  0.089
Cl: 1.19 3.18 0.96  0.088
Cl: 3.94 3.03 2.31  -0.082
C: -1.53 -1.16 -1.06  -0.138
H: -3.26 0.27 -5.32  0.068
Ce: 2.56 1.15 1.09  -0.027
H: 4.43 1.84 5.18  0.031
C: -1.54 -2.48 -0.60  -0.010
H: -0.73 -4.48 -0.84  0.099
N: 3.45 -3.05 -0.45  -0.141
H: -4.77 0.07 -4.45  0.078

Output
Charge ... 0
DFT total energy ... -101372.24641 eV
Molecular weight ... 703.2 g/mol
Frontier orbital gap (alpha / beta) ... 0.276 / 0.277 hartree
2S+1 ... 2

DFT (ωB97M-V/def2-TZVPD) results for 3 unconnected molecules or ions with the total composition C23H45ClN2O4.

Each line ends with the Löwdin charge.
Cartesian coordinates (Å):
C: 4.08 4.93 2.99  -0.188
C: 0.67 -1.09 0.25  -0.137
H: 4.55 4.66 2.04  0.101
O: -4.84 -2.84 -8.31  -0.050
H: 0.32 -0.58 -0.66  0.124
H: 1.61 5.65 -0.04  0.081
H: 3.52 2.84 1.12  0.059
H: 0.69 6.98 1.49  0.083
C: -2.37 -3.52 -6.82  -0.202
Cl: -4.06 0.04 -4.72  0.437
H: 2.40 -2.66 -1.22  0.083
O: -3.45 -4.47 -7.15  -0.146
H: 2.57 6.26 3.71  0.123
C: 1.66 5.09 2.10  -0.472
H: 2.95 1.02 4.18  0.085
H: -1.29 -4.40 2.44  0.093
H: 1.43 3.93 0.23  0.086
H: -4.56 -2.48 -5.71  0.092
O: 0.69 4.10 3.99  -0.027
C: 1.45 -3.33 1.16  -0.042
C: 2.11 1.73 4.06  -0.040
H: 4.84 5.49 3.55  0.114
C: -3.18 -3.02 0.98  -0.044
H: 0.92 -2.48 -2.14  0.071
C: 1.35 -2.98 -1.27  -0.048
C: 3.00 2.19 1.83  -0.041
H: -1.57 -2.55 -4.92  0.114
H: -4.02 -4.66 -9.34  0.167
C: -1.59 -1.09 1.35  -0.132
H: 3.17 6.68 2.12  0.124
C: 2.87 5.83 2.75  -0.138
H: -3.79 -2.73 1.86  0.085
H: 0.18 6.44 3.08  0.074
H: -4.38 -1.59 -2.74  0.092
H: -4.56 -3.59 -4.18  0.120
H: -0.37 -2.98 2.96  0.057
H: -3.64 -2.51 0.12  0.068
C: -2.44 -3.28 -5.19  -0.177
H: 1.71 -0.77 0.39  0.117
H: 3.02 4.72 0.38  0.067
O: -1.41 -2.84 -1.13  -0.045
C: -0.16 -0.58 1.43  -0.193
H: 1.85 2.06 5.07  0.078
N: -0.80 -3.16 0.10  -0.023
H: 3.43 3.97 4.78  0.124
H: -3.30 -4.10 0.84  0.088
C: 3.69 3.68 3.76  -0.139
C: 1.95 4.83 0.59  -0.043
H: 2.17 1.70 1.30  0.075
C: 0.45 6.08 2.08  -0.049
N: 1.34 3.79 2.78  -0.028
C: 2.51 2.90 3.11  -0.475
H: -2.07 -3.08 3.31  0.087
C: -3.71 -1.49 -3.71  -0.552
H: 3.72 1.40 2.07  0.088
H: 1.07 -4.33 1.39  0.087
C: -1.32 -3.31 2.54  -0.045
H: -2.42 -2.50 -7.40  0.142
H: 1.26 1.16 3.66  0.070
H: 4.57 3.02 3.84  0.124
H: 1.34 -4.06 -1.45  0.089
H: 0.30 -0.87 2.37  0.096
H: -0.43 5.61 1.63  0.089
H: 2.50 -3.48 0.85  0.081
H: -2.24 -4.29 -4.58  0.130
C: -1.68 -2.63 1.19  -0.476
H: 1.51 -2.76 2.09  0.067
H: -0.17 0.52 1.42  0.108
C: -3.94 -2.77 -4.75  -0.245
H: -2.09 -0.60 0.50  0.124
H: -2.59 -1.46 -3.33  0.069
C: 0.61 -2.63 0.06  -0.468
H: -1.33 -4.05 -7.03  0.134
H: -2.14 -0.77 2.24  0.127
C: -4.12 -3.98 -8.36  -0.127

Output
Charge ... 0
DFT total energy ... -48265.74447 eV
Molecular weight ... 449.1 g/mol
Frontier orbital gap (alpha / beta) ... 0.349 / 0.342 hartree
2S+1 ... 3

DFT (ωB97M-V/def2-TZVPD) results for a molecular structure, C23H45I2N3O4S.

Each line ends with the Löwdin charge.
Cartesian coordinates (Å):
O: -2.56 3.59 1.12  -0.295
H: 2.03 3.76 4.41  0.119
H: 5.63 3.11 5.84  0.068
O: -0.55 2.45 0.39  -0.150
H: -0.67 -2.45 3.79  0.068
C: -4.87 -0.06 1.95  -0.821
C: -2.67 0.91 1.19  -0.452
C: -0.86 -2.06 -3.31  -0.080
C: -1.74 -0.89 2.79  -0.113
C: -1.86 -1.42 0.40  -0.129
H: 3.57 2.21 5.09  0.108
H: -3.46 1.97 -0.36  0.102
O: 1.36 1.40 -0.18  0.046
O: -1.16 2.52 2.78  -0.324
C: -1.64 -0.28 1.41  -0.345
H: 3.40 3.04 1.10  0.089
H: 5.24 4.42 0.60  0.070
H: 0.83 5.08 2.76  0.084
H: -1.33 -1.55 -2.47  0.042
H: -2.81 -3.40 -5.60  0.118
H: 0.43 -0.70 0.87  0.134
H: -2.52 -3.41 -3.33  0.113
H: 3.09 4.97 3.73  0.100
H: -2.20 -5.47 -6.85  0.081
H: 1.57 1.17 -1.09  0.107
C: -3.92 0.87 2.12  -0.713
H: 0.22 -2.07 -3.11  0.058
H: 0.27 0.62 2.06  0.125
H: 0.18 -5.50 -5.55  0.100
H: 4.74 2.16 1.75  0.113
N: 3.46 2.94 3.17  -0.196
H: 4.78 1.58 4.00  0.109
N: -3.15 1.02 -0.19  0.074
H: -2.27 -4.04 -7.88  0.073
H: -4.18 -1.93 1.18  0.076
C: 0.00 1.17 0.05  -0.402
H: 4.56 5.21 2.02  0.067
H: 4.86 4.47 5.04  0.065
H: -5.86 -1.63 0.88  0.033
I: -6.58 -0.18 3.15  0.866
H: -1.09 -4.08 -2.59  0.101
N: -1.17 -4.21 -4.66  -0.199
H: -1.31 -2.64 -6.10  0.101
H: 0.50 -5.17 -3.89  0.114
H: -1.14 -3.10 1.48  0.061
C: 2.56 4.04 3.50  -0.262
H: -2.50 -1.28 -0.45  0.093
C: 1.27 -3.69 -5.26  -0.082
H: 1.61 -3.06 -4.43  0.053
H: -0.71 -4.69 -7.41  0.064
C: -1.43 -3.47 -3.44  -0.251
C: -1.77 -3.61 -5.84  -0.275
H: 6.01 4.21 2.17  0.053
H: 0.92 -3.03 -6.05  0.067
H: 0.96 3.42 2.19  0.040
C: -0.70 -1.42 3.46  0.036
C: 5.04 4.30 1.67  -0.082
H: 2.14 -4.22 -5.63  0.072
H: -1.01 -3.20 -0.36  0.054
C: -1.32 -2.64 0.52  0.054
C: 4.15 3.07 1.89  -0.249
H: -4.69 -0.76 -0.09  0.068
H: 6.17 3.59 4.24  0.054
H: -2.40 0.84 -0.85  0.074
C: -4.89 -1.15 0.90  -0.167
H: -0.43 0.83 -0.90  0.149
H: -1.03 -1.45 -4.20  0.069
C: 4.26 2.50 4.29  -0.255
S: -1.73 2.48 1.46  0.577
C: -1.73 -4.51 -7.06  -0.090
C: -0.16 0.17 1.16  -0.069
C: 5.29 3.48 4.88  -0.088
I: -4.16 2.27 3.66  0.992
C: 1.53 4.32 2.41  -0.078
H: -2.73 -0.94 3.24  0.109
H: 0.18 -0.81 3.68  0.072
H: 1.99 4.69 1.49  0.074
C: 0.19 -4.69 -4.82  -0.246

Output
Charge ... 0
DFT total energy ... -64271.75234 eV
Molecular weight ... 713.5 g/mol
Frontier orbital gap ... 0.291 hartree

DFT (ωB97M-V/def2-TZVPD) results for 3 unconnected molecules or ions with the total composition C23H46BCl6F3N4O3PS.

Each line ends with the Löwdin charge.
Cartesian coordinates (Å):
H: -7.86 4.66 5.91  0.070
H: -1.83 3.70 -7.52  0.078
H: 2.53 -3.06 -0.86  0.105
H: -3.41 -1.20 3.33  0.115
C: -7.89 5.07 4.90  -0.654
Cl: 4.09 -0.89 -2.03  0.621
H: 0.66 -1.71 1.88  0.091
H: -4.12 2.97 -7.87  0.077
B: 0.27 0.13 -3.97  -0.851
H: -6.58 6.01 3.48  0.069
H: 6.51 2.65 -1.52  0.077
H: -5.18 1.27 1.88  0.088
C: 1.81 0.78 -1.91  -0.514
C: -0.06 -2.31 1.34  -0.112
H: -2.03 -0.79 4.37  0.113
H: 4.65 0.70 2.51  0.077
C: 0.55 -0.01 -2.38  -0.558
C: 5.10 1.99 -0.08  -0.386
H: 0.07 -3.37 1.51  0.121
N: 0.00 -2.11 -0.11  0.165
C: -2.60 -0.50 3.50  -0.153
C: -3.33 2.21 -7.82  -0.665
C: -1.66 -0.51 2.27  -0.188
C: 0.95 -1.61 -0.79  -0.362
H: -1.82 -2.66 2.57  0.114
H: -6.27 1.81 3.22  0.048
C: 5.64 1.99 -1.51  -0.174
H: -6.40 6.58 5.14  0.073
C: 2.92 -7.03 0.87  -0.089
H: 4.18 -3.24 1.23  0.113
H: 3.27 -7.66 1.68  0.069
H: 1.53 -1.84 -2.73  0.129
H: 2.07 -4.73 1.98  0.111
H: 5.93 1.72 0.57  0.079
H: -0.67 -0.16 2.59  0.103
H: -2.91 1.54 2.87  0.103
H: -1.88 0.46 -2.56  -0.076
P: 3.64 0.96 0.39  1.034
N: 2.15 -1.21 -0.18  -0.071
F: 0.97 2.27 -0.25  0.145
C: 1.49 2.23 -1.45  -0.802
C: -5.25 1.70 2.88  -0.129
H: 1.85 -6.89 1.03  0.062
O: -4.61 0.85 3.83  -0.188
Cl: -8.36 3.75 3.80  0.559
H: 4.19 -5.55 -0.02  0.108
H: 1.82 0.03 2.18  0.022
C: -1.50 -1.98 1.80  -0.151
C: -3.20 0.92 3.72  -0.225
Cl: -5.20 4.60 4.77  0.577
N: 3.00 -2.40 -0.24  -0.043
C: 3.12 -3.11 1.05  -0.175
H: -4.80 2.71 2.89  0.038
H: 2.69 0.74 3.50  0.074
H: -2.74 1.35 4.62  0.123
H: 0.86 -0.45 -5.67  0.122
Cl: 2.70 1.12 -3.47  0.829
H: 2.71 -1.00 3.40  0.069
H: 4.87 3.02 0.18  0.073
C: 3.62 -5.63 0.90  -0.240
H: -2.17 -2.10 0.95  0.112
H: 4.25 -5.62 1.78  0.107
C: 2.71 -0.09 2.80  -0.165
H: 2.64 -2.60 1.88  0.077
O: 0.66 -0.86 -4.82  0.161
F: 0.60 2.76 -2.27  0.142
H: 4.54 -0.90 1.84  0.063
H: 3.06 -7.50 -0.10  0.069
H: -1.97 3.16 -9.19  0.074
C: -6.58 5.70 4.52  -0.647
H: -0.81 -2.39 -0.66  0.169
C: 2.82 -0.04 -0.93  -0.671
N: 0.75 -1.49 -2.17  0.085
Cl: -3.77 0.91 -8.95  0.554
F: 2.53 3.00 -1.54  0.137
S: -1.02 0.42 -1.53  0.949
O: -0.40 1.21 -4.44  0.143
C: 2.54 -4.56 1.01  -0.223
C: -2.00 2.84 -8.16  -0.632
H: 4.96 2.38 -2.26  0.037
H: -2.06 0.13 1.49  0.088
H: -3.33 1.79 -6.81  0.063
H: -8.69 5.81 4.86  0.074
H: 6.03 1.03 -1.83  0.035
C: 3.99 0.04 1.94  -0.383
Cl: -0.64 1.71 -7.88  0.581
H: -0.65 1.07 -5.37  0.055
H: 1.75 -4.67 0.27  0.106

Output
Charge ... +1
DFT total energy ... -140780.46246 eV
Molecular weight ... 770.2 g/mol
Frontier orbital gap ... 0.259 hartree